Record 1
C25H25N10O12P2SZr as an isolated structure. Source: the Open Molecules 2025 dataset; level of theory: ωB97M-V/def2-TZVPD.

Properties
Total charge   +1
E   -3546.3699 Eh
Kohn-Sham gap   0.29923 hartree
Max |F|   0.006 Eh/bohr

The geometry in XYZ format:
```
76
C25H25N10O12P2SZr (ωB97M-V/def2-TZVPD)
Zr -0.40 0.28 0.45
N 1.79 3.58 -1.04
C 1.48 2.59 -2.13
C 1.99 3.13 -3.46
P 2.38 1.05 -1.60
O 2.57 0.20 -2.94
O 3.65 1.47 -0.99
O 1.35 0.26 -0.79
P -0.31 2.25 -2.20
O -0.98 3.67 -2.51
O -0.61 1.23 -3.23
O -0.72 1.96 -0.75
H 1.75 3.14 -0.10
H 1.13 4.39 -0.98
H 2.75 3.92 -1.15
H 3.08 3.22 -3.44
H 1.57 4.12 -3.66
H 1.71 2.46 -4.26
H 3.48 0.27 -3.26
H -1.26 3.76 -3.43
O -6.66 -4.15 2.46
N -5.46 -4.24 2.34
O -4.80 -5.23 2.59
C -4.74 -3.07 1.80
C -5.42 -2.31 0.92
C -4.77 -1.19 0.30
C -5.45 -0.34 -0.59
C -4.78 0.73 -1.11
C -3.44 0.93 -0.77
N -2.78 0.13 0.05
C -3.44 -0.91 0.60
C -2.74 -1.72 1.57
N -1.47 -1.35 1.88
C -0.86 -1.99 2.86
C -1.44 -3.04 3.57
C -2.70 -3.46 3.23
C -3.39 -2.79 2.20
H -6.44 -2.55 0.68
H -6.49 -0.54 -0.84
H -5.27 1.43 -1.79
H -2.90 1.77 -1.16
H 0.13 -1.65 3.11
H -0.89 -3.51 4.37
H -3.16 -4.29 3.75
N -1.21 1.58 2.01
C -1.24 2.76 1.99
N -1.27 4.02 1.98
C -0.59 4.66 1.05
N -0.01 5.26 0.25
C 0.60 -2.17 -4.05
N -0.14 -1.58 -2.96
C -0.02 -1.98 -1.70
N 0.75 -3.02 -1.37
O -0.68 -1.39 -0.78
H 0.34 -1.64 -4.96
H 0.33 -3.22 -4.18
H 1.68 -2.08 -3.90
H -0.55 -0.66 -3.09
H 1.38 -3.41 -2.05
H 1.00 -3.10 -0.39
O 1.74 1.64 3.76
S 1.97 1.29 2.40
O 1.56 2.27 1.40
N 1.26 -0.11 1.94
C 2.18 -1.08 1.60
O 1.86 -2.18 1.19
C 3.58 -0.59 1.77
C 4.75 -1.29 1.54
C 5.95 -0.62 1.71
C 5.98 0.71 2.11
C 4.80 1.41 2.35
C 3.62 0.73 2.16
H 4.71 -2.33 1.23
H 6.88 -1.14 1.54
H 6.93 1.21 2.25
H 4.82 2.45 2.68
```

***

Record 2
A 2-piece molecular cluster, C25H25N3O overall in a non-equilibrium geometry. Source: the Open Molecules 2025 dataset; level of theory: ωB97M-V/def2-TZVPD.

Properties
E   -1207.0060 Eh
Kohn-Sham gap   0.14381 hartree
Max |F|   0.052 Eh/bohr

The geometry in XYZ format:
```
54
C25H25N3O (ωB97M-V/def2-TZVPD)
C 2.07 5.25 -0.85
C 1.01 5.10 0.06
C 0.06 4.10 -0.13
C 0.15 3.21 -1.22
C -0.77 2.08 -1.40
N -0.33 1.10 -2.16
C -0.62 -0.10 -2.53
C 0.13 -0.69 -3.58
N 0.75 -1.22 -4.42
C -2.13 2.11 -0.82
C -2.81 3.35 -0.72
C -4.10 3.43 -0.22
C -4.80 2.25 0.09
C -4.16 1.01 -0.07
C -2.82 0.94 -0.45
C 1.23 3.36 -2.12
C 2.16 4.38 -1.95
H 2.81 6.04 -0.70
H 0.92 5.78 0.91
H -0.76 3.99 0.57
H -1.51 -0.66 -2.17
H -2.29 4.26 -1.04
H -4.57 4.41 -0.08
H -5.83 2.30 0.45
H -4.73 0.09 0.11
H -2.29 -0.01 -0.45
H 1.31 2.68 -2.97
H 2.97 4.50 -2.67
C 2.78 -2.43 5.38
O 3.11 -1.62 4.23
C 2.61 -1.95 3.01
C 2.81 -1.00 1.97
C 2.16 -1.15 0.77
C 1.32 -2.28 0.52
C 0.65 -2.38 -0.76
N -0.25 -3.31 -1.06
C -0.31 -3.92 -2.39
C -1.17 -3.90 -0.10
C 1.28 -3.30 1.51
C 1.85 -3.13 2.76
H 3.23 -1.88 6.20
H 1.69 -2.51 5.52
H 3.23 -3.43 5.29
H 3.44 -0.14 2.19
H 2.29 -0.40 -0.01
H 1.01 -1.73 -1.57
H -1.18 -4.59 -2.38
H -0.42 -3.18 -3.18
H 0.60 -4.51 -2.58
H -2.12 -4.05 -0.62
H -0.80 -4.88 0.23
H -1.32 -3.24 0.76
H 0.81 -4.26 1.30
H 1.69 -3.88 3.54
```

***

Record 3
C25H25N5O3SSn as an isolated structure. Source: the Open Molecules 2025 dataset; level of theory: ωB97M-V/def2-TZVPD.

Properties
E   -2079.6723 Eh
Kohn-Sham gap   0.30418 hartree
Max |F|   0.009 Eh/bohr

The geometry in XYZ format:
```
60
C25H25N5O3SSn (ωB97M-V/def2-TZVPD)
Sn -0.50 0.21 1.50
C -3.52 -1.39 0.45
N -2.11 -1.51 0.79
C -1.55 -2.66 0.72
C -0.16 -2.79 1.03
C 0.67 -3.90 1.04
C 1.94 -3.43 1.42
C 1.83 -2.06 1.63
N 0.55 -1.67 1.40
C -4.44 -1.74 1.60
C -5.52 -2.59 1.41
C -6.37 -2.91 2.46
C -6.14 -2.38 3.72
C -5.06 -1.52 3.92
C -4.22 -1.21 2.87
H -3.77 -2.01 -0.42
H -3.70 -0.35 0.15
H -2.10 -3.55 0.41
H 0.38 -4.91 0.80
H 2.85 -4.01 1.53
H 2.59 -1.36 1.92
H -5.70 -3.02 0.42
H -7.21 -3.58 2.30
H -6.80 -2.62 4.54
H -4.88 -1.10 4.90
H -3.38 -0.55 3.03
N -0.33 0.21 -0.78
C 0.33 0.21 -1.73
N 1.07 0.22 -2.80
C 1.24 1.44 -3.59
C 0.64 1.26 -5.00
C 0.15 -0.17 -5.21
C 1.25 -1.16 -4.84
C 1.61 -1.03 -3.34
H 2.31 1.66 -3.63
H 0.78 2.26 -3.03
H 1.41 1.48 -5.74
H -0.17 1.97 -5.16
H -0.15 -0.31 -6.25
H -0.73 -0.36 -4.60
H 2.14 -0.95 -5.45
H 0.95 -2.18 -5.05
H 2.69 -1.03 -3.19
H 1.19 -1.85 -2.75
O 1.42 2.59 -0.84
C 1.88 2.44 0.28
N 1.67 1.36 1.11
S 2.47 1.54 2.53
O 3.57 0.62 2.65
O 1.50 1.54 3.60
C 3.10 3.15 2.21
C 3.91 3.95 3.00
C 4.32 5.16 2.45
C 3.94 5.53 1.16
C 3.14 4.70 0.38
C 2.73 3.50 0.93
H 4.20 3.65 3.99
H 4.95 5.82 3.03
H 4.28 6.47 0.76
H 2.84 4.96 -0.62
```

***

Record 4
C25H25N7O6ReS3 as an isolated structure. Source: the Open Molecules 2025 dataset; level of theory: ωB97M-V/def2-TZVPD.

Properties
Spin multiplicity   2
E   -3075.3337 Eh
Kohn-Sham gap (alpha / beta)   0.22755 / 0.22613 hartree
Max |F|   0.014 Eh/bohr

The geometry in XYZ format:
```
67
C25H25N7O6ReS3 (ωB97M-V/def2-TZVPD)
Re 0.38 0.57 0.12
O -0.32 -2.44 3.30
C -1.47 -1.94 3.79
C -2.09 -2.66 4.81
C -3.28 -2.24 5.35
C -3.90 -1.07 4.89
C -3.29 -0.34 3.89
C -2.07 -0.75 3.33
C -1.48 0.05 2.26
O -0.28 -0.26 1.84
N -2.12 1.08 1.77
N -1.35 1.60 0.77
C -1.56 2.83 0.42
C -0.60 3.37 -0.50
C -0.69 4.62 -1.09
C 0.29 5.01 -1.98
C 1.34 4.13 -2.26
C 1.37 2.91 -1.63
N 0.44 2.54 -0.74
H -0.01 -1.88 2.57
H -1.61 -3.57 5.14
H -3.75 -2.82 6.13
H -4.84 -0.74 5.31
H -3.75 0.56 3.51
H -2.37 3.40 0.85
H -1.53 5.25 -0.87
H 0.24 5.97 -2.46
H 2.12 4.39 -2.97
H 2.15 2.19 -1.83
C 5.10 6.58 -0.74
C 4.54 5.26 -0.26
C 5.04 4.06 -0.74
C 4.54 2.85 -0.29
C 3.52 2.85 0.65
C 3.01 4.03 1.15
C 3.52 5.23 0.69
S 2.86 1.30 1.20
O 1.48 1.64 1.69
O 3.78 0.72 2.13
N 2.52 0.46 -0.09
C 3.10 -0.85 -0.34
C 1.99 -1.90 -0.31
O 2.21 -3.06 -0.60
O 0.81 -1.45 0.03
H 5.67 6.45 -1.66
H 5.76 7.01 0.01
H 4.30 7.30 -0.93
H 5.83 4.06 -1.48
H 4.92 1.91 -0.68
H 2.21 4.01 1.88
H 3.12 6.17 1.07
H 3.84 -1.12 0.42
H 3.59 -0.89 -1.31
S -0.06 -0.29 -4.56
C 0.06 -0.01 -2.98
N 0.16 0.21 -1.83
C -0.55 -3.91 -2.31
N -1.07 -2.89 -1.41
C -2.16 -2.15 -1.64
N -2.88 -2.42 -2.75
S -2.66 -0.96 -0.55
H 0.28 -4.39 -1.81
H -0.19 -3.47 -3.24
H -1.32 -4.66 -2.52
H -0.50 -2.60 -0.63
H -2.46 -2.91 -3.52
H -3.61 -1.77 -2.96
```

***

Record 5
C25H25N7O6ReS3 as an isolated structure in a non-equilibrium geometry. Source: the Open Molecules 2025 dataset; level of theory: ωB97M-V/def2-TZVPD.

Properties
Spin multiplicity   2
E   -3075.3291 Eh
Kohn-Sham gap (alpha / beta)   0.24405 / 0.21950 hartree
Max |F|   0.059 Eh/bohr

The geometry in XYZ format:
```
67
C25H25N7O6ReS3 (ωB97M-V/def2-TZVPD)
Re 0.14 -0.09 -0.06
O -0.48 -2.91 3.40
C -1.64 -2.36 3.82
C -2.34 -3.06 4.80
C -3.54 -2.58 5.28
C -4.07 -1.39 4.80
C -3.38 -0.69 3.83
C -2.16 -1.16 3.32
C -1.48 -0.37 2.29
O -0.45 -0.91 1.69
N -1.90 0.81 1.98
N -1.11 1.33 0.96
C -1.33 2.56 0.68
C -0.43 3.19 -0.26
C -0.60 4.49 -0.71
C 0.39 5.01 -1.53
C 1.49 4.23 -1.83
C 1.56 2.93 -1.33
N 0.62 2.42 -0.56
H -0.12 -2.37 2.67
H -1.92 -3.99 5.17
H -4.06 -3.14 6.05
H -5.01 -1.01 5.18
H -3.76 0.24 3.44
H -2.12 3.10 1.20
H -1.47 5.06 -0.44
H 0.31 6.02 -1.92
H 2.30 4.61 -2.44
H 2.40 2.29 -1.55
C -6.96 2.61 1.83
C -5.88 2.03 0.96
C -5.44 0.72 1.15
C -4.45 0.18 0.34
C -3.90 0.94 -0.68
C -4.34 2.24 -0.89
C -5.32 2.78 -0.07
S -2.67 0.27 -1.76
O -1.91 1.39 -2.26
O -3.31 -0.61 -2.71
N -1.69 -0.60 -0.80
C -2.00 -2.00 -0.58
C -0.67 -2.77 -0.66
O -0.59 -3.95 -0.84
O 0.38 -1.98 -0.53
H -7.12 2.00 2.71
H -7.90 2.67 1.28
H -6.70 3.61 2.15
H -5.85 0.13 1.95
H -4.11 -0.83 0.52
H -3.89 2.83 -1.67
H -5.65 3.79 -0.23
H -2.72 -2.40 -1.29
H -2.38 -2.16 0.44
S 4.51 0.65 1.63
C 3.04 0.39 1.08
N 1.95 0.23 0.67
C 0.15 -0.24 -6.01
N 0.75 0.23 -4.77
C 0.46 -0.26 -3.56
N -0.45 -1.23 -3.46
S 1.32 0.35 -2.23
H 0.51 0.39 -6.82
H -0.93 -0.15 -5.97
H 0.43 -1.27 -6.21
H 1.44 0.96 -4.80
H -1.09 -1.43 -4.21
H -0.73 -1.51 -2.54
```

***

Record 6
C25H25NOTc as an isolated structure. Source: the Open Molecules 2025 dataset; level of theory: ωB97M-V/def2-TZVPD.

Properties
Spin multiplicity   2
E   -1178.4263 Eh
Kohn-Sham gap (alpha / beta)   0.24525 / 0.26839 hartree
Max |F|   0.014 Eh/bohr

The geometry in XYZ format:
```
53
C25H25NOTc (ωB97M-V/def2-TZVPD)
Tc 0.91 -0.33 0.79
C 0.59 1.67 2.11
C 0.67 0.56 2.96
C -0.36 -0.39 2.58
C -1.14 0.21 1.53
C -0.49 1.43 1.18
C -0.83 2.44 0.14
C -2.40 -0.38 0.95
C -0.73 -1.57 3.42
C 1.68 0.31 4.03
C 1.46 2.89 2.14
H 0.03 3.10 0.02
H -1.64 3.08 0.52
H -0.88 4.07 -1.72
H -2.20 -1.16 0.21
H -3.01 0.39 0.47
H -3.01 -0.82 1.74
H 0.05 -2.33 3.44
H -1.64 -2.05 3.05
H -0.91 -1.26 4.45
H 2.40 -0.43 3.69
H 1.20 -0.06 4.94
H 2.23 1.22 4.29
H 2.30 2.75 2.82
H 0.91 3.77 2.46
H 1.89 3.10 1.15
C 1.04 -4.71 0.09
C 1.01 -4.77 -1.29
C 0.90 -3.60 -2.01
C 0.81 -2.38 -1.33
C 0.82 -2.29 0.06
C 0.96 -3.50 0.75
C 0.61 -1.13 -2.05
C 0.82 -1.04 -3.42
C 0.42 0.10 -4.07
C -0.22 1.11 -3.38
C -0.85 2.20 -4.12
C -1.49 3.19 -3.52
C -1.56 3.28 -2.04
C -1.24 1.99 -1.26
C -0.32 1.01 -1.99
N 0.17 -0.06 -1.32
H 1.15 -5.63 0.66
H 1.07 -5.72 -1.81
H 0.86 -3.64 -3.09
H 1.04 -3.50 1.82
H 1.26 -1.86 -3.95
H 0.56 0.20 -5.14
H -0.76 2.17 -5.20
H -1.93 3.99 -4.10
H -2.55 3.61 -1.73
H -2.17 1.41 -1.19
O 2.52 -0.68 1.29
```

***

Record 7
C25H26ClCoOPS3 as an isolated structure. Source: the Open Molecules 2025 dataset; level of theory: ωB97M-V/def2-TZVPD.

Properties
Total charge   +2
Spin multiplicity   2
E   -4421.9100 Eh
Kohn-Sham gap (alpha / beta)   0.28173 / 0.32725 hartree
Max |F|   0.010 Eh/bohr

The geometry in XYZ format:
```
58
C25H26ClCoOPS3 (ωB97M-V/def2-TZVPD)
Co 0.91 0.21 1.15
C 0.91 -0.75 4.35
C -0.50 -0.23 4.11
S -1.12 -0.51 2.43
C -1.06 -2.32 2.28
C -0.37 -2.80 1.01
S 1.23 -2.04 0.64
C 2.25 -2.66 2.02
C 3.05 -1.55 2.67
S 2.07 -0.09 3.12
H 0.96 -1.84 4.33
H 1.26 -0.43 5.34
H -0.55 0.85 4.24
H -1.19 -0.67 4.83
H -2.08 -2.69 2.28
H -0.58 -2.72 3.17
H -0.98 -2.58 0.13
H -0.22 -3.88 1.04
H 2.91 -3.43 1.63
H 1.58 -3.14 2.74
H 3.82 -1.17 1.99
H 3.58 -1.91 3.56
Cl 0.29 2.52 1.75
C -0.86 2.99 0.50
C -1.54 4.18 0.67
C -2.45 4.56 -0.30
C -2.69 3.75 -1.40
C -1.99 2.56 -1.55
C -1.06 2.16 -0.59
P -0.11 0.64 -0.80
C -1.33 -0.57 -1.36
C -2.55 -0.63 -0.68
C -3.48 -1.60 -1.01
C -3.20 -2.52 -2.01
C -1.99 -2.46 -2.69
C -1.06 -1.49 -2.37
C 1.10 0.93 -2.11
C 1.19 2.16 -2.74
C 2.17 2.38 -3.70
C 3.05 1.37 -4.03
C 2.97 0.13 -3.40
C 2.01 -0.09 -2.44
H -1.35 4.80 1.54
H -2.99 5.49 -0.18
H -3.41 4.05 -2.15
H -2.18 1.93 -2.41
H -2.78 0.10 0.09
H -4.43 -1.63 -0.49
H -3.93 -3.28 -2.27
H -1.78 -3.16 -3.49
H -0.13 -1.44 -2.93
H 0.50 2.97 -2.49
H 2.23 3.34 -4.19
H 3.81 1.54 -4.78
H 3.67 -0.65 -3.66
H 1.96 -1.05 -1.94
O 3.73 1.38 0.11
C 2.74 1.01 0.45
```

***

Record 8
The molecule C25H26ClN3O5. Source: the Open Molecules 2025 dataset; level of theory: ωB97M-V/def2-TZVPD.

Properties
E   -1969.0070 Eh
Kohn-Sham gap   0.34946 hartree
SMILES   CCOC(=O)c1ccc(N2C(=O)C[C@@H](NC3CCN(C(=O)c4cccc(Cl)c4)CC3)C2=O)cc1
Max |F|   0.011 Eh/bohr

The geometry in XYZ format:
```
60
C25H26ClN3O5 (ωB97M-V/def2-TZVPD)
C -6.74 -4.38 0.75
C -5.32 -4.52 0.21
O -4.60 -3.30 0.33
C -4.79 -2.38 -0.62
O -5.51 -2.54 -1.58
C -4.00 -1.15 -0.39
C -3.20 -0.98 0.74
C -2.49 0.18 0.93
C -2.58 1.20 -0.02
N -1.84 2.40 0.17
C -1.78 3.08 1.38
O -2.31 2.72 2.40
C -0.99 4.34 1.16
C -0.32 4.16 -0.20
N 1.10 3.87 -0.08
C 1.51 2.65 0.61
C 1.43 1.38 -0.26
C 2.48 0.36 0.16
N 3.81 0.89 -0.07
C 4.87 0.17 -0.50
O 5.93 0.70 -0.79
C 4.69 -1.31 -0.58
C 4.91 -1.95 -1.80
C 4.82 -3.33 -1.88
C 4.53 -4.08 -0.76
C 4.34 -3.44 0.45
Cl 3.99 -4.37 1.87
C 4.42 -2.06 0.55
C 3.96 2.33 0.08
C 2.96 2.86 1.09
C -1.09 3.00 -0.83
O -1.02 2.62 -1.97
C -3.37 1.05 -1.15
C -4.07 -0.12 -1.33
H -7.24 -5.34 0.71
H -7.30 -3.66 0.16
H -6.72 -4.04 1.79
H -5.35 -4.81 -0.85
H -4.75 -5.25 0.78
H -3.14 -1.78 1.47
H -1.87 0.31 1.80
H -1.68 5.19 1.16
H -0.27 4.51 1.96
H -0.41 5.04 -0.84
H 1.55 3.92 -0.99
H 0.87 2.54 1.49
H 0.44 0.91 -0.18
H 1.58 1.64 -1.31
H 2.36 -0.56 -0.41
H 2.34 0.11 1.22
H 5.15 -1.36 -2.67
H 4.99 -3.82 -2.83
H 4.47 -5.16 -0.81
H 4.28 -1.58 1.51
H 3.82 2.82 -0.89
H 4.99 2.52 0.40
H 3.11 2.35 2.04
H 3.13 3.92 1.25
H -3.43 1.84 -1.88
H -4.70 -0.27 -2.20
```